85
Properties=species:S:1:pos:R:3:mulliken_charge:R:1 method="wB97M-V/def2-TZVPD" homo_lumo_gap_ev=6.006 lumo_ha=-0.1715 energy_ha=-1676.95466 total_charge=+1
H 4.216 0.785 -3.799 0.510
C 2.587 -5.188 1.977 -0.401
C 2.052 4.509 0.180 -0.758
H 4.953 -1.101 -5.554 0.276
C -1.644 -2.842 -0.125 0.298
H 6.237 -0.825 -6.764 0.330
H 0.832 3.040 -1.328 0.239
H -4.297 5.418 5.587 0.260
C -0.389 2.321 0.330 -0.026
C 4.039 0.889 -6.855 -0.502
H 0.666 3.378 2.393 0.395
H 0.065 1.824 3.035 0.302
H -4.565 5.839 3.884 0.341
H 6.491 -0.365 -5.065 0.249
H 3.938 -0.034 -7.442 0.319
O 5.275 0.891 -6.134 -0.381
H -3.465 4.372 2.348 0.297
C -0.377 -1.845 0.286 0.613
H 3.405 -0.679 -3.208 0.256
C -0.158 -1.441 1.865 -0.312
C -2.516 7.800 3.636 -0.733
N -2.398 -2.990 2.587 0.095
H -1.144 -3.095 -4.037 0.331
C -2.596 -3.356 1.133 0.159
H -1.635 5.732 1.349 0.214
C -1.235 -2.072 2.972 -0.435
H -0.828 1.517 -0.268 0.390
C -3.273 -5.909 1.109 -0.415
H 2.368 5.171 0.991 0.257
H 1.929 1.118 -6.523 0.367
H -2.840 -4.001 -2.018 0.193
H -1.649 8.442 3.461 0.321
H -0.948 6.073 2.945 0.313
C -1.884 5.872 2.405 -0.253
C 0.346 -1.837 -2.538 -0.073
H -4.222 -4.277 -0.351 0.318
C 0.601 -1.369 -0.965 -0.409
H 2.477 4.873 -0.760 0.301
O 0.694 1.749 1.069 -0.211
H -1.134 -1.854 4.141 0.329
C 0.804 2.294 2.380 -0.884
H 3.265 -5.749 -0.287 0.289
C -2.003 -6.396 0.193 -0.522
C -0.525 -6.033 0.804 0.402
C -4.218 5.051 4.560 -0.781
C 3.253 0.270 -3.730 -0.780
C 5.752 -0.425 -5.869 -0.700
H 2.918 2.032 -5.374 0.344
H -0.760 3.800 -1.184 0.421
H 1.805 2.069 2.760 0.281
C 2.841 1.085 -5.920 -0.528
C -0.260 -5.534 2.377 -0.101
H -3.047 -3.397 3.321 0.376
H 2.556 0.883 -3.152 0.221
H -4.857 4.171 4.448 0.328
H -1.140 -5.416 3.151 0.203
H -2.133 -5.978 -0.918 0.207
C 0.816 -6.106 -0.154 -0.511
H 3.671 -4.902 2.376 0.310
H -2.080 -7.582 0.091 0.426
H 4.078 1.727 -7.556 0.382
H 0.741 -0.725 2.174 0.315
H -3.393 8.431 3.805 0.258
H -2.348 7.196 4.531 0.327
H 1.532 -0.690 -0.714 0.334
C 1.252 -5.126 2.951 -0.471
O -2.861 4.693 4.319 -0.424
C -3.821 -4.383 0.744 -0.760
O -2.759 7.002 2.481 -0.426
H -4.153 -6.692 0.924 0.366
O 2.698 -0.011 -5.011 -0.335
H -1.867 3.761 2.804 -0.054
H 1.080 -1.503 -3.407 0.104
H 0.723 -6.427 -1.279 0.281
C 2.312 -5.700 0.415 -0.381
H -3.062 -5.945 2.266 0.230
H 2.435 3.504 0.385 0.306
H -1.166 2.694 1.011 -0.028
C 0.095 3.426 -0.614 -0.581
H -4.764 -4.216 1.455 0.334
C -2.560 4.599 2.923 -0.041
O 0.630 4.540 0.108 -0.319
C -0.951 -2.793 -2.921 -0.764
C -1.944 -3.294 -1.672 -0.309
H 1.442 -4.743 4.058 0.290

***

11
Properties=species:S:1:pos:R:3:mulliken_charge:R:1 method="wB97M-V/def2-TZVPD" homo_lumo_gap_ev="7.858 / 7.855" lumo_ha="-0.0103 / -0.0103" relative_energy_kj_mol=591.8 energy_ha=-699.44672
N -0.935 -0.433 -0.273 -0.219
C 1.120 1.475 -0.495 -0.891
C 0.114 -0.945 -1.129 -0.254
S -1.952 -1.772 1.711 0.339
N -1.040 -0.706 1.035 -0.150
H 0.631 2.196 0.188 0.294
H 1.359 2.031 -1.428 0.302
H 0.410 -1.824 -1.795 0.307
H 2.153 1.144 -0.211 0.255
O -2.107 -1.463 3.115 -0.438
C 0.246 0.295 -0.717 0.455

***

11
Properties=species:S:1:pos:R:3:mulliken_charge:R:1 method="wB97M-V/def2-TZVPD" homo_lumo_gap_ev="6.543 / 8.340" lumo_ha="-0.0026 / -0.0331" spin_multiplicity=3 relative_energy_kj_mol=362.9 s2=2.013 energy_ha=-682.34150
C -0.459 0.298 -1.259 -1.097
O -0.820 1.729 3.013 -0.343
N 0.008 1.261 2.266 0.224
O -0.438 0.944 1.095 -0.345
H 1.945 -1.921 0.185 0.202
C 0.962 -1.458 -0.295 -0.488
H 0.237 -2.114 -0.597 0.370
H -0.336 -0.252 -2.092 0.448
H -1.362 0.050 -0.729 0.363
H -0.647 1.315 -1.440 0.427
S 0.909 0.148 -0.148 0.238

***

53
Properties=species:S:1:pos:R:3:mulliken_charge:R:1 method="wB97M-V/def2-TZVPD" homo_lumo_gap_ev=9.422 lumo_ha=0.0218 smiles="CCOc1ccc(S(=O)(=O)N2CCC(C(=O)NCc3ccccn3)CC2)cc1" relative_energy_kj_mol=232.1 energy_ha=-1640.55077
C -1.231 -2.408 0.041 0.089
C 3.262 0.449 -1.373 -0.270
H 0.692 -0.798 1.204 0.310
N -2.695 -0.717 0.923 -0.062
N 1.648 -2.303 0.081 -0.069
O -1.293 -0.097 -0.720 -0.646
H -0.174 -3.723 1.379 0.445
H -7.782 0.660 1.238 0.382
S 3.263 -1.881 0.086 1.288
H -2.115 -3.058 0.056 0.426
C 3.254 -0.105 -0.104 -0.275
C -4.677 0.586 0.351 0.701
H -3.852 0.479 -1.626 0.448
O 3.860 -2.480 -1.070 -0.738
C 3.018 2.069 0.875 -0.210
H 3.154 0.236 1.988 0.503
H 3.157 2.276 -2.493 0.444
H 2.932 2.676 1.762 0.370
C 3.136 0.696 1.012 -0.821
H -3.104 -1.478 1.441 0.285
H -0.210 -3.833 -1.197 0.440
H 0.562 5.078 -0.005 0.301
C 2.671 4.889 0.378 -0.424
H -8.124 0.544 -1.234 0.372
H 3.373 -0.202 -2.225 0.492
H -3.478 0.817 2.101 0.341
H -0.916 -2.476 -2.097 0.400
C -0.383 -2.756 -1.187 -1.360
H 1.531 -2.090 2.112 0.524
C -3.338 0.577 1.045 -0.972
C -0.404 -2.659 1.312 -1.119
C -6.942 0.617 0.557 -0.217
C -6.007 0.497 -1.627 -0.532
H -6.107 0.446 -2.702 0.406
O 2.922 3.964 -0.665 -0.446
H 0.950 3.899 1.247 0.310
H 0.793 -0.955 -1.293 0.368
C 3.149 1.814 -1.519 -0.788
H 1.064 5.629 1.600 0.363
H -2.668 1.303 0.577 0.393
O 3.778 -2.217 1.382 -0.732
C -7.130 0.552 -0.814 -0.388
C 3.017 2.641 -0.397 0.781
N -5.749 0.629 1.128 -0.514
C -1.725 -0.962 0.013 0.186
H -0.959 -2.363 2.204 0.467
H 3.353 4.718 1.220 0.330
C 0.962 -2.032 -1.163 -0.476
C -4.755 0.515 -1.037 -0.407
C 0.906 -1.879 1.243 -0.493
H 1.607 -2.396 -1.962 0.473
C 1.217 4.870 0.838 -0.996
H 2.909 5.860 -0.064 0.317

***

2
Properties=species:S:1:pos:R:3:mulliken_charge:R:1 method="wB97M-V/def2-TZVPD" homo_lumo_gap_ev=4.458 lumo_ha=-0.1890 relative_energy_kj_mol=649.3 energy_ha=-796.07365
S 0.000 0.000 -1.668 0.000
S 0.000 0.000 1.668 0.000

***

21
Properties=species:S:1:pos:R:3:mulliken_charge:R:1 method="wB97M-V/def2-TZVPD" homo_lumo_gap_ev=7.513 lumo_ha=0.1403 relative_energy_kj_mol=103.6 energy_ha=-461.17306 total_charge=-1
O 1.654 3.294 0.670 -0.741
H 0.797 3.663 0.918 0.252
C -0.747 -1.230 -0.888 -0.529
H 1.284 2.546 0.052 0.455
O 2.437 -3.263 -0.671 -0.694
H -1.250 -2.177 -1.062 0.381
H -0.935 0.661 2.036 0.334
H 0.922 -0.602 -1.668 0.303
C -1.057 1.567 0.115 -0.519
H -2.344 0.129 1.289 0.332
C -0.486 -0.836 0.560 -0.490
H -1.264 -0.420 -1.403 0.204
O 0.518 -1.472 -1.547 -0.659
C -1.293 0.338 1.051 -0.718
H 1.771 -2.588 -0.922 0.456
O 0.215 1.497 -0.435 -0.859
H -0.568 -1.700 1.222 0.402
H -1.161 2.510 0.681 0.317
H -1.758 1.509 -0.742 0.186
H 2.743 -2.946 0.184 0.291
H 0.523 -0.482 0.561 0.294